[1]
Below is a molecular structure, C21H13BBiF16N2O2, with properties calculated with ωB97M-V/def2-TZVPD.

**Total charge**: -1
**HOMO energy**: -5.3008 eV
**Energy**: -2905.77147 Ha

```
56
Properties=species:S:1:pos:R:3:forces:R:3:nbo_charge:R:1
Bi 0.479402 1.975809 -0.674003 0.44 0.05 0.34 2.11
C 3.142087 -4.811962 -0.415195 -0.02 0.11 0.07 -0.62
C 2.316802 -3.551556 -0.356990 0.03 -0.08 0.00 -0.08
C 1.056588 -3.521049 0.221031 0.04 0.03 -0.02 -0.18
C 0.323311 -2.354638 0.255186 -0.08 0.06 0.00 -0.29
C 0.793110 -1.145018 -0.287703 0.02 -0.06 0.05 0.30
N -0.048012 -0.035742 -0.298613 -0.07 -0.13 -0.21 -0.87
C -1.337961 -0.094795 0.290875 0.04 -0.01 0.12 0.11
C -2.336794 -0.835349 -0.341272 0.01 0.05 -0.04 -0.15
C -3.600801 -0.941412 0.200294 -0.01 -0.01 0.02 -0.21
C -3.907411 -0.302884 1.397160 -0.05 -0.01 0.02 -0.05
C -5.273228 -0.425731 2.023989 0.10 0.02 -0.04 -0.62
C -2.925676 0.462261 2.006763 0.00 -0.01 -0.09 -0.13
C -1.646630 0.606952 1.468039 0.03 -0.03 0.09 -0.08
C -0.590853 1.447747 2.218265 0.23 -0.02 0.28 0.10
O 0.389118 2.067628 1.476330 -0.36 0.10 -0.30 -0.90
C 0.157563 0.486063 3.194763 0.00 -0.05 0.01 0.96
F 0.927570 -0.358356 2.503364 -0.04 0.06 0.12 -0.31
F 0.952572 1.164077 4.039691 -0.09 -0.10 -0.05 -0.32
F -0.678185 -0.267033 3.945938 0.15 0.09 -0.09 -0.33
C -1.256130 2.574546 3.102382 -0.01 0.06 0.00 0.97
F -1.723368 2.114930 4.291277 0.01 0.02 -0.14 -0.34
F -2.294354 3.166279 2.491160 0.16 -0.02 0.01 -0.32
F -0.373875 3.534244 3.389297 -0.08 -0.10 0.01 -0.31
C 2.119466 -1.145931 -0.782614 0.12 0.04 0.01 -0.16
C 2.816482 -2.353062 -0.836176 -0.10 -0.02 0.01 -0.12
C 2.846119 0.124416 -1.262911 0.20 -0.03 -0.02 0.10
O 2.485715 1.300826 -0.629104 -0.37 -0.24 -0.18 -0.89
C 4.393292 0.058846 -0.995551 0.04 0.09 0.11 0.97
F 4.637170 -0.374860 0.252021 -0.01 0.08 -0.19 -0.32
F 4.943513 1.273394 -1.109680 -0.03 -0.18 0.00 -0.31
F 5.086755 -0.741578 -1.841384 -0.15 0.09 0.10 -0.34
C 2.608371 0.262150 -2.792193 0.22 -0.07 0.01 0.95
F 3.246927 1.312014 -3.316023 -0.02 -0.11 -0.02 -0.31
F 2.978774 -0.833772 -3.480995 -0.14 0.23 0.07 -0.32
F 1.288867 0.443392 -3.004177 0.01 0.00 -0.03 -0.32
H 2.535789 -5.683545 -0.166366 0.02 -0.02 -0.04 0.21
H 3.968816 -4.767537 0.298971 0.00 -0.03 -0.02 0.21
H 3.573288 -4.959682 -1.406695 -0.02 -0.03 0.00 0.21
H 0.633082 -4.423429 0.650046 0.00 0.02 0.00 0.20
H -0.650282 -2.370975 0.723290 0.00 0.00 -0.02 0.22
H -2.086326 -1.333455 -1.270085 0.01 0.02 0.02 0.22
H -4.358310 -1.528230 -0.307153 0.01 0.01 -0.01 0.20
H -5.924133 -1.050968 1.412783 -0.02 0.02 0.03 0.21
H -5.741072 0.554521 2.133173 -0.02 -0.03 0.00 0.22
H -5.204779 -0.872814 3.017961 -0.02 0.01 -0.01 0.22
H -3.177712 0.950335 2.937766 0.02 0.01 -0.01 0.21
H 3.803704 -2.372991 -1.274143 0.01 0.04 0.03 0.21
N -2.098946 4.346144 -1.305184 -0.15 0.14 0.04 -0.69
C -1.999377 3.542655 -0.478156 -0.19 0.02 0.21 0.24
H -2.085750 4.784075 -2.213237 0.11 -0.12 -0.22 0.48
F -0.516339 2.454218 -5.120363 -0.03 0.10 0.19 -0.55
B -0.634806 2.979470 -3.847825 0.16 -0.18 -0.04 1.35
F -1.200662 2.006471 -2.955700 0.05 0.16 -0.08 -0.58
F -1.463117 4.136623 -3.864936 0.04 -0.07 -0.02 -0.58
F 0.630646 3.328254 -3.307393 -0.19 0.04 -0.05 -0.57
```
Positions in Å, forces in eV/Å.

---

[2]
Below is a molecular structure, C21H14AgF3GeN4OS at a distorted geometry, with properties calculated with ωB97M-V/def2-TZVPD.

**Total charge**: 0
**HOMO energy**: -7.9112 eV
**Energy**: -4024.50863 Ha

```
46
Properties=species:S:1:pos:R:3:forces:R:3:nbo_charge:R:1
Ag 0.752658 0.266644 -1.268309 0.22 -0.14 0.19 0.74
F -3.564323 1.059254 -4.258958 -0.11 0.14 0.07 -0.31
C -3.790086 -0.093498 -3.623105 -0.39 -0.23 -0.31 0.99
F -4.783004 -0.717505 -4.309697 0.15 0.10 0.16 -0.33
F -4.286415 0.174756 -2.401686 -0.10 0.16 -0.09 -0.32
C -2.575105 -0.954409 -3.537529 -0.31 -0.61 -0.18 -0.25
C -2.614266 -2.259505 -3.984471 0.34 -0.55 -0.28 -0.10
C -1.498997 -3.078327 -3.832464 0.05 0.17 -0.01 -0.31
C -0.388397 -2.538061 -3.214164 0.28 -0.16 0.51 0.07
N -0.348888 -1.290293 -2.739184 -0.24 -0.45 -0.41 -0.57
C -1.424898 -0.492231 -2.907539 0.52 0.48 0.50 0.10
S -1.308684 1.111052 -2.248552 0.18 0.30 0.14 -0.39
H -3.475152 -2.687216 -4.478080 -0.22 0.28 0.08 0.23
H -1.489245 -4.106680 -4.171933 -0.05 0.12 -0.01 0.23
H 0.504285 -3.140057 -3.018545 -0.27 0.22 -0.20 0.22
O 2.969106 0.232381 1.085807 0.18 0.12 -0.66 -0.61
N 2.655515 -0.637720 0.135665 -0.72 -0.35 0.49 -0.03
C 3.435908 -0.718601 -0.883102 0.40 0.78 0.31 -0.06
C 3.138374 -1.752898 -1.820528 -0.11 -0.63 -0.89 0.25
N 2.916928 -2.575707 -2.596906 0.18 0.42 0.49 -0.24
C 4.505448 0.218592 -1.135982 0.84 0.88 -0.73 0.22
N 5.252116 1.029913 -1.496541 -0.83 -1.10 0.66 -0.21
Ge 1.662118 0.411784 2.424242 -0.25 -0.41 0.37 1.59
C 1.345947 2.275079 2.578881 0.05 0.73 0.16 -0.52
C 2.106257 2.906876 3.570224 -0.27 0.12 -0.34 -0.19
C 1.938241 4.257231 3.832719 0.34 0.15 0.04 -0.21
C 1.009561 4.997039 3.116449 -0.05 -0.59 -0.25 -0.18
C 0.219171 4.379442 2.140593 0.57 -0.17 0.30 -0.22
C 0.403541 3.024338 1.855811 0.01 0.31 0.50 -0.13
C 0.145890 -0.702110 2.014311 -0.19 -0.33 0.36 -0.51
C 0.177532 -1.972346 2.595804 0.06 -0.13 -0.47 -0.20
C -0.782703 -2.922888 2.280494 0.19 0.10 0.16 -0.20
C -1.857503 -2.600339 1.473912 0.16 0.31 -0.07 -0.19
C -1.962438 -1.308028 0.972762 0.46 0.02 0.15 -0.22
C -0.965649 -0.361951 1.239528 -0.03 -0.15 -0.26 -0.15
H 2.441781 -0.133620 3.652836 -0.19 0.15 -0.36 -0.15
H 2.847345 2.341499 4.116728 0.05 -0.02 0.13 0.21
H 2.580763 4.739749 4.567527 -0.23 -0.06 -0.09 0.22
H 0.929026 6.049408 3.308112 -0.20 0.32 0.04 0.22
H -0.510172 4.971173 1.608217 -0.07 -0.08 -0.14 0.22
H -0.223727 2.567993 1.105113 0.02 -0.08 -0.14 0.21
H 0.993059 -2.243217 3.249420 0.15 -0.11 0.05 0.21
H -0.664666 -3.929151 2.634821 -0.05 -0.27 0.28 0.22
H -2.588560 -3.361064 1.235857 -0.08 0.09 -0.07 0.22
H -2.787960 -1.063261 0.334265 -0.27 0.29 -0.20 0.23
H -1.039742 0.626460 0.797163 -0.16 -0.14 0.03 0.22
```
Positions in Å, forces in eV/Å.